[1]
Molecular formula: C5H9NO
Method: DFT, ωB97M-V/def2-TZVPD

total charge	0
LUMO level	1.1	eV
energy relative to the best compared isomer or geometry (same formula, charge and spin)	246.3	kJ/mol
SMILES	C/N=C/[C@H]1O[C@@H]1C
HOMO	-0.35981	Eh
total energy	-325.84376	hartree

XYZ file:
```
16
Properties=species:S:1:pos:R:3:forces:R:3
C 2.16994 -0.23338 -2.08928 0.2 0.0 -0.1
N 0.86992 -0.15395 -1.47986 -0.1 -0.3 0.3
C 0.55287 -0.88753 -0.50051 0.0 0.2 -0.2
C -0.77786 -0.57224 0.08495 0.0 0.2 -0.2
O -1.34396 -1.28229 1.17216 -0.1 -0.2 0.1
C -0.85720 0.03488 1.41401 0.1 0.3 0.1
C -1.80456 1.17552 1.67599 -0.1 0.0 0.0
H 2.69496 0.71069 -1.90126 0.0 -0.2 0.0
H 2.02969 -0.30843 -3.17171 0.1 0.0 0.1
H 2.79607 -1.06829 -1.74092 -0.1 0.1 0.0
H 1.20080 -1.64759 -0.03216 -0.1 0.2 -0.1
H -1.49278 -0.24202 -0.66775 0.1 0.0 0.1
H 0.05260 0.03139 2.01796 -0.1 0.0 -0.1
H -2.43588 0.99822 2.55031 0.1 0.0 0.0
H -1.20975 2.07746 1.85827 -0.1 -0.1 0.0
H -2.44486 1.36757 0.80979 0.0 -0.1 0.2
```
Positions in Å, forces in eV/Å.



[2]
Molecular formula: C42H42Cl2FN2NaP2Si
Method: DFT, ωB97M-V/def2-TZVPD

total charge	-2
LUMO level	3.7	eV
HOMO	0.01614	Eh
total energy	-3889.94018	hartree

XYZ file:
```
93
Properties=species:S:1:pos:R:3:forces:R:3
Na -0.18085 0.77326 -0.18148 -0.2 -0.2 -0.4
C -2.76711 1.21775 4.13916 -0.2 0.1 -0.3
Si -2.28536 1.21867 2.29963 -0.3 0.0 0.1
C -2.93947 -0.39991 1.59937 0.1 -0.1 0.0
C -3.21270 2.61776 1.46707 0.1 0.1 -0.1
N -0.61670 1.24849 1.97726 0.3 0.2 0.0
C 0.20377 2.30516 2.10049 0.0 0.0 0.0
C -0.00566 3.44943 2.92270 -0.1 -0.1 0.1
C 0.87937 4.51140 2.99988 0.0 0.0 0.0
C 2.05976 4.52407 2.26777 0.0 0.0 0.0
C 2.32245 3.43069 1.44489 0.0 0.0 0.0
C 1.43541 2.38802 1.38762 0.1 0.0 0.2
F 1.75482 1.35592 0.53171 0.3 0.3 0.2
H -3.85402 1.30105 4.24127 -0.1 0.1 -0.1
H -2.31113 2.04756 4.68621 0.0 0.0 0.0
H -2.44658 0.29075 4.62488 -0.9 1.3 -0.9
H -3.98801 -0.56033 1.86818 0.0 0.0 0.0
H -2.35973 -1.25057 1.97520 -0.2 0.1 -0.1
H -2.87318 -0.36853 0.50607 0.0 0.0 0.0
H -4.29667 2.48329 1.53129 0.0 0.0 0.0
H -2.92864 2.61856 0.40885 0.0 0.0 0.0
H -2.96055 3.59384 1.89162 0.0 0.0 0.0
H -0.91905 3.47728 3.50582 0.0 0.0 0.0
H 0.63542 5.35241 3.64128 0.0 0.0 0.0
H 2.74513 5.36037 2.31229 0.0 0.0 0.0
H 3.21008 3.38335 0.82544 0.0 0.0 0.0
C 1.18381 -3.12250 0.17240 -0.1 0.0 0.0
C 0.57419 -3.01390 -1.23583 0.1 -0.1 0.0
P 1.03625 -1.43660 -2.10424 -0.4 0.0 -0.3
C 2.33624 -2.04432 -3.27217 0.1 -0.1 0.3
C 2.42310 -1.57750 -4.58197 0.0 0.0 0.0
C 3.44132 -2.00523 -5.42286 0.0 0.0 0.0
C 4.39724 -2.90574 -4.97507 0.0 0.0 0.0
C 4.33032 -3.37138 -3.66932 0.0 0.0 0.0
C 3.31461 -2.93814 -2.82887 0.0 0.0 0.0
C -0.33471 -1.23466 -3.29863 0.1 0.0 0.0
C -1.15159 -2.28554 -3.71010 0.0 0.0 0.0
C -2.16961 -2.06668 -4.62727 0.0 0.0 0.0
C -2.36372 -0.79519 -5.15459 0.0 0.0 0.0
C -1.54374 0.25314 -4.77034 0.0 0.0 -0.1
C -0.54071 0.03912 -3.82856 0.0 0.0 0.0
C 0.30880 -2.43179 1.24328 0.1 0.0 0.0
P 1.29489 -1.27955 2.30053 0.0 0.1 0.1
C 0.18542 -0.93499 3.72316 0.1 -0.1 0.1
C 0.57003 0.12574 4.54322 0.0 -0.1 0.1
C -0.15088 0.44365 5.68312 0.1 -0.2 0.1
C -1.28196 -0.28876 6.01658 0.8 -0.6 0.7
C -1.69602 -1.32295 5.19075 0.6 -0.8 0.4
C -0.96936 -1.64020 4.05043 0.1 -0.2 0.2
C 2.40831 -2.54664 3.07961 -0.1 0.0 0.0
C 1.98824 -3.51602 3.98921 0.0 -0.1 0.0
C 2.88252 -4.43840 4.51264 0.0 0.0 0.0
C 4.21862 -4.40808 4.13167 0.0 0.0 0.0
C 4.65299 -3.44908 3.22972 0.0 0.0 0.0
C 3.75282 -2.52304 2.71495 0.0 0.0 0.0
H 2.19456 -2.70340 0.18082 0.0 0.1 0.0
H 1.30378 -4.17695 0.43513 0.0 0.0 0.0
H -0.51439 -3.00536 -1.14763 0.0 0.0 0.0
H 0.84003 -3.87603 -1.85261 0.0 0.0 0.0
H 1.67903 -0.88299 -4.95181 0.0 0.0 0.0
H 3.48156 -1.63060 -6.43873 0.0 0.0 0.0
H 5.18607 -3.24254 -5.63702 0.0 0.0 0.0
H 5.07181 -4.07009 -3.29969 0.0 0.0 0.0
H 3.28833 -3.30790 -1.81089 0.0 0.0 0.0
H -1.01034 -3.28390 -3.31209 0.0 0.0 0.0
H -2.81915 -2.88449 -4.91763 0.0 0.0 0.0
H -3.18015 -0.61194 -5.84317 0.0 0.0 0.0
H -1.72197 1.25590 -5.13971 0.0 0.0 0.0
H 0.04600 0.87775 -3.47415 0.0 0.0 0.0
H -0.18694 -3.18502 1.85806 -0.1 0.0 0.0
H -0.47923 -1.83607 0.77442 0.0 0.0 0.0
H 1.42849 0.72578 4.26123 0.0 0.0 0.0
H 0.15587 1.28172 6.29671 0.0 0.0 0.0
H -1.85574 -0.03443 6.89959 0.0 0.0 -0.1
H -2.59875 -1.87567 5.42254 0.0 0.0 0.0
H -1.32993 -2.43050 3.40491 0.0 0.0 0.1
H 0.95038 -3.54331 4.30033 0.0 0.0 0.0
H 2.53714 -5.18127 5.22212 0.0 0.0 0.0
H 4.91791 -5.12693 4.54201 0.0 0.0 0.0
H 5.69331 -3.41443 2.92937 0.0 0.0 0.0
H 4.09363 -1.76525 2.01791 0.0 0.0 0.0
Cl -0.00485 3.72881 -3.17489 0.0 0.0 0.0
C -1.68599 3.21425 -3.39493 0.0 0.1 0.1
C -2.39841 3.81996 -4.39449 0.0 0.0 0.0
C -3.72405 3.45152 -4.67591 0.0 0.0 0.0
C -4.28246 2.44017 -3.87847 0.0 0.0 0.0
C -3.56530 1.83633 -2.88074 0.0 0.1 0.1
Cl -4.35880 0.53326 -1.98796 0.0 0.0 0.0
C -2.15716 2.12735 -2.48534 0.0 -0.1 -0.2
N -1.46517 1.49571 -1.64046 -0.3 0.2 -0.1
H -1.91452 4.59340 -4.98384 0.0 0.0 0.0
H -4.29478 3.94058 -5.45475 0.0 0.0 0.0
H -5.30163 2.10953 -4.05742 0.0 0.0 0.0
```
Positions in Å, forces in eV/Å.



[3]
Molecular formula: C21H22N3
Method: DFT, ωB97M-V/def2-TZVPD

total charge	+1
LUMO level	-4.5	eV
energy relative to the best compared isomer or geometry (same formula, charge and spin)	70.3	kJ/mol
HOMO	-0.37842	Eh
total energy	-977.44816	hartree

XYZ file:
```
46
Properties=species:S:1:pos:R:3:forces:R:3
C 1.51610 -1.40605 -2.29910 1.4 0.2 -0.5
C 0.37931 -0.52037 -2.49051 -2.2 -0.9 -0.4
N -0.87162 -0.89210 -2.31318 2.1 0.3 -0.2
C -2.00217 -0.10748 -2.65345 -1.1 0.5 -0.2
C -1.99985 1.11098 -3.30702 -0.5 -0.3 0.3
C -3.25262 1.70855 -3.50094 0.0 -0.2 0.1
C -4.43335 1.08641 -3.05511 0.3 -0.2 0.1
C -4.40996 -0.16370 -2.42408 0.8 -0.1 -0.1
C -3.16691 -0.77957 -2.24529 -0.1 1.4 -0.4
C -2.76011 -2.03558 -1.66827 0.6 -1.0 0.7
C -1.35038 -2.10874 -1.74171 -0.8 -0.5 0.3
C -0.64484 -3.21457 -1.30399 -0.2 0.0 0.1
C -1.38073 -4.25237 -0.72406 -0.2 0.1 -0.1
C -2.77596 -4.18006 -0.60134 0.1 0.3 -0.1
C -3.48717 -3.06915 -1.07367 0.7 0.4 -0.3
H 2.33623 -0.89273 -2.80586 0.2 -0.2 0.2
H 1.81257 -1.56425 -1.25479 -0.3 0.1 -0.1
H 1.38770 -2.36796 -2.81121 -0.1 0.2 0.1
H 0.52061 0.41116 -3.03442 -0.1 0.1 0.5
H -1.05899 1.53604 -3.63718 -0.3 0.3 -0.1
H -3.30893 2.67260 -3.99977 0.0 -0.2 0.1
H -5.38722 1.58240 -3.20539 0.2 0.0 0.0
H -5.28884 -0.68376 -2.05701 -0.1 0.3 -0.2
H 0.42682 -3.26310 -1.41501 -0.2 -0.3 0.3
H -0.84033 -5.12396 -0.36214 -0.2 0.1 -0.1
H -3.31281 -4.99835 -0.13553 0.1 0.1 0.0
H -4.56292 -2.95037 -1.00129 0.1 -0.4 0.1
C 1.97563 3.09912 4.73900 -0.1 -0.2 0.2
N 2.85708 2.36205 3.85393 0.1 0.1 0.1
C 4.25225 2.51802 4.22322 0.1 0.2 -0.1
C 2.42830 1.63174 2.77921 0.0 0.3 0.1
C 3.28729 1.41537 1.66348 -0.8 -0.6 -0.5
C 2.75666 0.74065 0.55470 -0.4 0.2 0.9
N 1.50751 0.21739 0.50582 0.3 -0.1 0.4
C 0.74261 0.33832 1.61426 0.6 0.8 0.3
C 1.10938 1.09018 2.74235 0.4 -0.5 -1.0
H 0.94279 3.08164 4.38723 0.2 0.0 0.1
H 2.02767 2.69005 5.75926 -0.2 0.0 -0.2
H 2.31255 4.14456 4.80752 -0.1 -0.2 -0.1
H 4.89843 1.86604 3.63297 -0.1 0.1 0.2
H 4.57105 3.56537 4.10247 0.0 -0.2 -0.1
H 4.37630 2.27660 5.29016 0.0 -0.1 -0.3
H 4.31009 1.79809 1.62679 -0.5 -0.1 0.0
H 3.37208 0.60847 -0.34002 -0.2 0.1 0.2
H -0.21965 -0.18398 1.60757 0.3 0.3 -0.1
H 0.40835 1.20641 3.57137 0.4 -0.1 -0.3
```
Positions in Å, forces in eV/Å.



Kohn-Sham gap (computed, eV): 10.941, 3.225, 5.840